# 1
Below is a 28-piece molecular cluster, C33H122N12O28 overall, with properties calculated with ωB97M-V with the def2-TZVPD basis set.

Structure (XYZ):
```
195
Properties=species:S:1:pos:R:3:forces:R:3:mulliken_charge:R:1
O 20.533 0.656 14.935 -0.65 -0.35 0.11 -0.284
H 21.090 1.295 15.380 0.20 0.32 0.57 -0.329
H 20.833 0.668 14.026 0.19 -0.25 -0.53 0.297
O 21.111 8.701 15.889 0.16 0.45 -0.20 -0.634
H 21.766 8.798 16.580 0.17 0.16 0.08 0.291
H 20.445 8.128 16.268 -0.26 -0.69 0.06 0.129
O 14.193 3.618 11.661 0.17 -0.39 0.02 -0.642
H 14.159 3.902 12.574 -0.02 0.43 0.27 0.200
H 13.294 3.714 11.346 -0.10 0.10 -0.27 0.297
O 19.607 6.268 16.253 0.56 1.03 -0.46 0.712
H 18.698 6.480 16.466 -0.44 0.28 0.18 0.095
H 19.769 5.436 16.698 -0.11 -0.84 -0.05 -0.927
O 17.522 7.888 16.824 0.05 -0.14 -0.16 -0.522
H 17.918 8.759 16.852 0.25 0.30 -0.05 0.237
H 16.754 7.955 17.391 -0.64 0.10 0.37 0.081
O 20.910 2.877 20.208 0.32 0.91 -0.69 0.529
H 21.191 3.274 21.032 0.33 0.19 0.46 0.014
H 20.505 2.049 20.467 -0.42 -0.60 -0.04 -0.136
O 21.642 1.975 17.037 -0.34 0.21 0.05 1.415
H 22.565 1.735 17.120 0.59 0.18 -0.14 -0.516
H 21.226 1.602 17.814 -0.16 -0.22 0.52 -0.506
O 17.059 3.031 12.196 0.30 -0.36 0.32 -0.456
H 17.341 2.355 11.579 0.04 -0.24 -0.10 0.189
H 16.204 3.311 11.870 -0.62 0.26 -0.39 0.235
O 22.223 -1.804 17.221 0.23 -0.17 0.29 -0.683
H 22.267 -0.921 16.855 0.05 0.32 -0.25 0.239
H 21.391 -2.155 16.902 -0.36 -0.05 -0.15 0.331
O 16.732 5.409 10.236 -0.52 -0.21 -0.49 -0.642
H 17.459 4.790 10.310 0.45 0.21 0.03 0.300
H 16.516 5.633 11.141 -0.18 0.28 0.32 0.289
O 23.757 0.519 15.450 -0.15 0.15 0.20 -0.499
H 24.616 0.915 15.301 0.26 0.14 0.07 0.230
H 23.662 -0.121 14.745 -0.16 -0.28 -0.12 0.181
O 18.146 -3.582 18.656 -0.10 -0.05 0.38 -0.565
H 18.607 -4.374 18.378 0.10 -0.21 -0.04 0.251
H 18.350 -2.936 17.980 0.13 0.35 -0.31 0.262
O 14.774 8.277 17.860 0.34 -0.16 0.02 -0.509
H 14.550 8.387 18.784 -0.02 -0.03 0.33 0.243
H 14.089 8.750 17.389 -0.13 0.11 -0.32 0.257
C 15.589 6.866 13.896 -1.38 0.35 -2.98 0.715
O 14.981 6.691 12.848 -0.72 -0.75 -0.67 -0.790
N 15.213 6.516 15.063 -3.36 -2.67 4.61 0.303
N 16.664 7.548 13.987 4.51 2.92 -1.10 -0.191
H 14.330 6.028 15.104 0.60 -0.21 0.54 -0.005
H 15.703 6.772 15.908 -0.41 -0.16 -0.33 -0.188
H 17.038 7.670 14.918 0.46 0.68 -0.60 0.158
H 16.837 8.138 13.185 0.70 -0.05 0.36 0.278
C 20.098 3.119 23.808 1.46 0.30 -1.99 0.637
O 21.234 3.218 23.365 0.16 -0.29 0.00 -0.655
N 19.693 3.353 25.016 0.08 1.02 4.85 -0.448
N 19.015 2.814 23.105 -1.23 -0.64 -2.40 -0.153
H 20.366 3.457 25.762 -0.34 0.32 -0.12 0.257
H 18.717 3.584 25.135 0.53 0.00 0.60 0.154
H 18.240 2.522 23.683 -0.06 -0.42 -1.03 0.272
H 19.228 2.423 22.198 -0.71 -0.25 -0.10 -0.181
C 23.601 5.046 17.551 1.76 -0.31 0.94 0.768
O 24.022 3.914 17.392 -0.10 -1.00 -0.83 -0.745
N 24.330 6.126 17.588 3.40 2.87 -0.55 -0.376
N 22.401 5.420 17.869 -5.02 -1.62 0.35 0.282
H 23.849 6.967 17.873 1.01 0.02 -0.21 0.087
H 25.329 6.104 17.444 -0.32 0.12 0.06 0.261
H 21.788 4.627 17.998 -0.57 0.33 0.34 -0.821
H 22.117 6.367 18.078 0.01 -0.56 -0.13 0.096
C 22.566 3.522 13.795 -1.21 1.13 2.84 0.594
O 22.437 2.933 12.791 -0.51 -2.28 -5.44 -0.815
N 21.562 3.978 14.514 -2.14 1.08 1.44 0.627
N 23.698 3.717 14.388 4.85 0.46 1.57 -0.196
H 20.619 4.011 14.154 0.16 0.00 -0.01 -0.597
H 21.803 4.493 15.349 -0.60 0.05 -0.21 -0.348
H 24.532 3.289 14.012 -0.33 0.11 -0.15 0.244
H 23.758 3.921 15.375 -0.01 -0.07 0.01 -0.045
C 20.769 0.234 11.724 1.43 0.32 -0.48 0.656
O 20.257 -0.787 11.443 -2.05 -4.27 -0.57 -0.685
N 21.904 0.390 12.356 4.74 -1.22 3.17 -0.396
N 20.349 1.383 11.325 -2.89 3.87 -1.52 -0.284
H 22.345 1.268 12.589 -0.48 0.47 -0.53 0.335
H 22.548 -0.361 12.561 -0.81 -0.50 -0.36 0.076
H 19.431 1.348 10.905 0.30 0.56 0.00 0.099
H 20.803 2.230 11.635 -0.31 0.20 -0.23 0.284
C 19.407 6.007 12.417 -1.56 -3.65 -4.96 0.563
O 19.436 5.992 11.180 -0.10 0.53 0.16 -0.759
N 18.698 5.068 13.086 0.45 0.74 1.87 1.274
N 20.172 6.740 13.130 2.41 3.30 3.09 -0.055
H 18.836 5.226 14.074 -0.87 -0.94 0.24 -0.878
H 18.208 4.284 12.678 -0.12 0.10 -0.04 -0.286
H 20.646 7.529 12.716 -0.14 -0.31 0.07 0.249
H 20.077 6.699 14.135 0.32 0.35 0.04 -0.150
C 16.664 -2.658 15.882 1.06 1.28 0.64 -0.973
C 17.697 -1.667 15.294 -1.57 1.06 -1.72 0.916
C 16.928 -0.419 14.823 -0.32 0.11 0.10 -0.945
O 18.788 -1.246 16.137 -1.22 -1.73 0.28 0.198
H 15.668 -2.526 15.459 0.23 0.08 -0.33 0.128
H 16.592 -2.244 16.888 -0.35 -0.95 0.59 0.042
H 16.939 -3.708 15.783 0.12 0.14 0.54 0.266
H 17.978 -2.059 14.316 1.10 -0.41 0.16 0.226
H 16.088 -0.711 14.192 0.18 -0.14 -0.37 0.626
H 17.584 0.241 14.255 -0.02 0.12 0.01 0.296
H 16.438 0.157 15.608 0.28 0.05 0.46 -0.334
H 19.296 -0.599 15.642 0.50 0.46 -0.33 -0.185
C 13.943 2.247 14.748 -1.13 0.75 1.21 0.121
C 12.720 3.199 15.064 1.16 -0.29 -2.12 0.202
C 11.810 2.936 16.195 -0.75 -1.59 1.28 -1.101
O 13.264 4.493 15.239 0.34 0.92 0.25 -0.436
H 13.659 1.266 14.366 -0.09 0.07 0.11 0.467
H 14.463 2.154 15.701 0.17 -0.39 0.01 -0.460
H 14.648 2.719 14.062 -0.25 -0.02 0.00 -0.304
H 12.151 3.341 14.145 -0.41 -0.83 -0.23 0.459
H 12.324 2.651 17.113 0.42 0.34 0.08 -0.143
H 11.163 2.072 16.042 -0.15 -0.09 -0.42 0.427
H 11.148 3.768 16.439 0.15 0.18 -0.25 0.409
H 12.589 5.053 14.848 0.10 0.51 0.13 0.245
C 25.484 2.822 20.367 -1.82 0.41 0.11 -1.118
C 24.994 1.399 20.728 0.92 1.42 -0.65 0.482
C 24.412 0.657 19.536 0.45 -0.17 -0.24 -0.858
O 26.147 0.751 21.238 -0.22 -1.16 0.80 -0.600
H 25.925 2.902 19.373 0.29 -0.26 0.08 0.325
H 26.087 3.300 21.139 0.30 -0.50 -0.02 0.413
H 24.597 3.454 20.328 -0.20 0.23 -0.27 0.102
H 24.245 1.435 21.519 0.28 0.06 0.28 0.162
H 23.605 1.133 18.980 -0.15 0.38 0.51 -0.190
H 24.082 -0.336 19.841 0.11 -0.08 -0.15 0.258
H 25.223 0.587 18.811 0.07 -0.41 -0.19 0.612
H 26.822 0.668 20.561 -0.11 0.11 -0.24 0.357
C 19.170 6.790 22.077 -1.07 0.53 0.30 -1.839
C 19.331 6.035 20.789 -2.28 -1.44 0.16 1.485
C 18.245 6.253 19.742 -1.78 0.69 1.20 -1.344
O 20.398 6.569 20.149 3.72 0.75 -0.67 -0.655
H 19.898 6.571 22.858 0.51 0.17 -0.51 0.395
H 18.226 6.599 22.588 -0.31 -0.28 -0.32 0.325
H 19.125 7.840 21.786 0.39 0.27 0.44 0.433
H 19.401 4.974 21.031 0.44 -0.29 -0.20 -0.351
H 18.330 5.670 18.825 0.51 0.11 0.05 0.301
H 18.290 7.332 19.601 0.07 0.04 -0.78 0.328
H 17.217 6.124 20.082 -0.17 -0.50 0.33 0.530
H 20.528 6.137 19.302 -0.18 -0.20 0.11 0.269
C 13.199 -0.585 17.410 -0.30 -1.57 -1.33 0.532
C 12.399 -1.839 16.923 -1.50 -0.23 -0.17 0.029
C 12.064 -1.984 15.365 1.37 0.02 2.22 -1.226
O 12.966 -3.032 17.375 2.01 -0.97 0.18 -0.556
H 14.133 -0.530 16.851 0.05 0.21 -0.24 -0.305
H 13.506 -0.670 18.453 -0.59 0.04 0.07 -0.148
H 12.565 0.270 17.175 0.28 0.21 0.34 -0.040
H 11.476 -1.922 17.497 -0.80 1.35 -0.33 0.407
H 11.601 -2.951 15.167 -0.99 0.31 0.34 0.449
H 13.021 -2.218 14.900 0.26 1.07 -0.46 0.260
H 11.512 -1.094 15.065 0.16 -0.34 -0.66 0.275
H 12.360 -3.744 17.161 0.06 -0.07 0.03 0.309
C 18.156 1.856 17.709 -0.68 0.51 -0.30 -0.157
C 18.362 2.857 16.557 -1.31 -0.40 -0.43 0.822
C 17.095 3.757 16.311 1.10 -0.03 1.18 0.772
O 19.452 3.756 16.795 -0.32 -0.46 0.24 4.132
H 17.715 2.428 18.526 0.48 -0.35 0.65 0.204
H 19.010 1.215 17.929 0.50 0.68 0.39 -0.172
H 17.456 1.058 17.461 -0.48 0.37 -0.48 -0.267
H 18.545 2.204 15.704 0.34 0.47 -0.53 -0.187
H 17.138 4.537 17.071 0.00 0.02 0.60 -0.395
H 16.171 3.222 16.528 0.07 -0.05 -0.57 -1.331
H 17.066 4.384 15.420 0.01 -0.80 -0.54 -0.007
H 20.217 3.231 17.042 0.44 -0.30 -0.13 -1.804
C 14.648 2.843 19.420 0.38 0.41 -0.73 0.701
C 14.213 4.249 19.955 1.12 -3.30 -0.08 1.016
C 13.286 4.907 19.015 -1.45 0.83 -0.70 -1.060
O 13.743 4.047 21.270 0.02 1.00 0.89 -0.599
H 13.861 2.132 19.171 -0.49 0.23 0.18 0.381
H 15.344 2.308 20.066 -0.10 0.35 0.33 -0.590
H 15.198 3.000 18.492 0.05 -0.02 -0.20 -0.562
H 15.177 4.751 20.039 -0.24 0.56 0.24 -0.320
H 13.104 5.952 19.265 0.26 0.16 -0.11 0.341
H 12.284 4.477 19.000 -0.14 -0.44 0.53 0.335
H 13.538 4.799 17.961 0.66 0.29 0.06 0.007
H 12.889 3.609 21.313 -0.07 -0.04 -0.46 0.393
C 20.690 -0.426 22.788 0.45 0.00 -0.72 -1.275
C 20.869 -0.285 21.244 -0.24 -0.47 1.35 1.483
C 20.749 -1.582 20.501 0.33 -0.79 -0.44 -1.328
O 19.823 0.572 20.766 0.56 0.52 -0.11 0.293
H 21.513 -1.009 23.200 -0.17 -0.35 0.02 0.454
H 19.720 -0.879 22.994 0.12 -0.26 0.06 0.123
H 20.736 0.525 23.320 0.00 0.22 -0.36 0.155
H 21.868 0.108 21.059 -0.32 0.80 -0.27 -0.436
H 20.592 -1.439 19.431 -0.51 0.42 0.02 0.213
H 19.944 -2.180 20.928 0.00 -0.22 -0.20 0.310
H 21.676 -2.150 20.429 0.10 -0.17 0.77 0.447
H 19.012 0.059 20.794 -0.40 -0.20 0.16 -0.657
C 16.410 -0.690 19.736 -0.06 -0.18 -0.57 0.058
C 16.290 -0.231 21.166 -3.11 -0.89 0.83 0.290
C 14.994 -0.819 21.863 -0.16 -0.23 -0.11 -1.864
O 17.337 -0.733 21.927 1.87 -0.24 0.14 -0.495
H 16.357 -1.771 19.604 0.43 -0.20 0.55 0.754
H 17.327 -0.325 19.274 0.06 -0.04 -0.03 -0.266
H 15.576 -0.388 19.102 -0.04 0.65 0.23 -0.371
H 16.243 0.853 21.275 0.09 0.21 -0.36 0.266
H 14.022 -0.636 21.406 0.15 0.41 -0.39 0.342
H 14.872 -0.548 22.911 0.33 0.75 0.08 0.432
H 15.033 -1.902 21.978 0.49 -0.21 -0.60 0.421
H 17.305 -0.316 22.791 0.05 -0.07 0.13 0.374
```
Forces are in eV/Å.

Properties
Strongest force on any atom = 6.3 eV/A
E = -4094.392018 a.u.
Net charge = 0

=====

# 2
Below is C33H17Br3Cl2CrF4N2O2PS5 as an isolated structure, with properties calculated with ωB97M-V with the def2-TZVPD basis set.

Structure (XYZ):
```
70
Properties=species:S:1:pos:R:3:forces:R:3:nbo_charge:R:1
Cr 0.676 0.120 0.716 1.45 -2.02 0.70 0.889
S 5.551 -0.688 6.113 0.13 -0.03 0.15 -0.056
C 4.517 -0.542 4.860 -0.16 0.10 -0.24 -0.555
S 4.366 0.922 3.911 -0.07 -0.52 0.22 0.461
C 3.115 0.345 2.837 -0.11 -1.46 0.69 -0.434
C 2.687 -0.939 3.037 0.90 1.41 0.25 -0.437
S 1.480 -1.688 2.090 -0.65 -0.17 -0.92 -0.118
S 3.453 -1.825 4.336 0.22 0.54 -0.02 0.465
S 2.516 1.371 1.601 -0.51 0.34 -0.79 -0.137
F 3.890 -0.943 -6.041 -0.15 -0.02 0.04 -0.275
C 2.839 -0.813 -5.236 -0.14 -0.03 0.16 0.292
C 1.560 -0.652 -5.765 -0.04 0.06 0.09 0.271
F 1.379 -0.659 -7.084 0.10 0.02 0.15 -0.279
C 0.476 -0.478 -4.911 0.33 -0.12 0.14 0.398
F -0.736 -0.334 -5.449 0.16 -0.04 -0.18 -0.297
C 0.626 -0.475 -3.529 -0.05 0.21 0.10 -0.424
P -0.769 -0.245 -2.308 0.43 -0.27 -1.44 0.928
C -1.591 -1.814 -2.796 -0.06 0.16 0.20 -0.362
C -2.666 -1.911 -3.671 0.08 -0.09 0.02 -0.194
C -3.167 -3.155 -4.011 -0.06 -0.02 -0.07 -0.205
C -2.611 -4.305 -3.476 -0.02 -0.07 -0.01 -0.201
C -1.545 -4.214 -2.595 0.02 -0.12 -0.04 -0.221
C -1.031 -2.974 -2.263 -0.02 0.06 0.08 -0.160
C -1.788 1.036 -3.098 0.12 0.02 0.17 -0.384
C -1.261 2.052 -3.888 -0.14 -0.11 -0.01 -0.208
C -2.061 3.107 -4.287 0.04 0.16 -0.08 -0.220
C -3.386 3.173 -3.890 -0.04 0.03 -0.01 -0.210
C -3.910 2.172 -3.089 -0.10 0.06 -0.01 -0.216
C -3.119 1.112 -2.693 0.03 0.00 -0.01 -0.138
C 1.906 -0.698 -3.025 -0.10 0.09 -0.01 -0.136
Br 2.221 -0.899 -1.130 0.68 -0.38 -0.63 0.285
C 3.007 -0.853 -3.857 -0.28 0.05 0.22 0.306
F 4.217 -1.037 -3.332 0.07 -0.03 -0.25 -0.282
H -3.108 -1.024 -4.097 -0.02 0.09 -0.05 0.226
H -3.992 -3.228 -4.703 -0.08 0.00 -0.04 0.217
H -3.001 -5.273 -3.751 -0.07 -0.09 0.00 0.217
H -1.110 -5.106 -2.168 0.04 -0.07 0.00 0.218
H -0.199 -2.902 -1.575 0.02 -0.01 0.05 0.216
H -0.228 2.011 -4.212 0.04 0.02 -0.03 0.204
H -1.649 3.887 -4.909 0.06 0.09 -0.10 0.215
H -4.013 3.993 -4.206 -0.01 0.11 -0.03 0.216
H -4.936 2.220 -2.757 -0.13 0.00 -0.01 0.215
H -3.533 0.343 -2.059 -0.01 0.01 0.07 0.230
Br -3.466 2.986 4.971 0.16 -0.14 -0.16 0.120
C -2.290 2.117 3.777 0.10 -0.54 0.24 -0.019
C -1.876 0.806 4.009 -0.26 0.83 -0.05 -0.247
C -0.989 0.246 3.116 0.27 -0.48 0.08 0.091
N -0.524 0.870 2.030 -1.27 1.11 1.30 -0.470
C -0.970 2.124 1.784 -0.47 -0.43 1.10 0.288
C -1.833 2.782 2.656 0.27 -0.12 -0.37 -0.258
C -0.488 2.689 0.547 0.42 0.37 -1.02 0.166
C -0.784 3.981 0.117 0.03 -0.29 0.10 -0.191
C -0.270 4.419 -1.086 0.31 -0.27 -0.26 -0.026
Br -0.686 6.140 -1.724 0.07 -0.19 0.05 0.125
C 0.562 3.570 -1.816 -0.32 0.50 0.26 -0.252
C 0.798 2.308 -1.323 0.31 -0.10 0.07 0.088
N 0.288 1.848 -0.176 -0.59 1.83 -0.55 -0.472
H -2.222 0.244 4.863 0.02 -0.02 -0.01 0.251
H -0.626 -0.762 3.271 0.06 0.06 -0.06 0.256
H -2.153 3.792 2.462 -0.03 0.04 -0.05 0.238
H -1.394 4.642 0.709 -0.10 -0.01 0.06 0.234
H 1.013 3.894 -2.740 0.00 -0.04 -0.07 0.248
H 1.448 1.638 -1.869 -0.04 0.00 0.06 0.224
Cl -4.331 -1.765 -0.590 -0.28 -0.13 -0.03 0.013
C -2.916 -2.044 0.406 0.16 0.04 -0.05 -0.306
Cl -3.298 -1.899 2.132 -0.29 -0.29 0.34 -0.005
C -1.857 -0.958 0.197 -0.68 0.26 -0.15 0.766
O -2.182 0.201 -0.035 -0.63 0.05 0.10 -0.685
O -0.670 -1.356 0.322 0.88 -0.27 0.51 -0.749
H -2.548 -3.054 0.218 0.01 0.29 0.05 0.252
```
Forces are in eV/Å.

Properties
⟨S²⟩ = 3.806
2S+1 = 4
Strongest force on any atom = 2.6 eV/A
Energy relative to the best compared isomer or geometry (same formula, charge and spin) = 110.7 kJ/mol
Net charge = 0

=====

> What is the formula in the first record?

C33H122N12O28